77
Properties=species:S:1:pos:R:3:forces:R:3 method="wB97M-V/def2-TZVPD" charge=+1 energy_ev=-153076.7788 molar_mass_da=719.8 lumo_energy_ev=-4.7
C -3.82867 -5.44570 1.93000 0.730 0.748 -1.044
C -3.45568 -4.29421 1.73307 -1.059 -1.012 -2.296
N -3.02847 -3.09318 1.04457 -0.936 1.147 -0.458
N -1.71510 -2.86888 1.05850 0.723 2.044 -1.017
C -1.28654 -1.76104 0.41009 1.645 2.506 -1.258
C 0.28800 -1.53581 0.50720 -0.776 -0.136 2.133
C 0.83595 -1.33624 1.77610 0.274 -0.699 -1.007
C -2.03235 -0.69959 -0.38969 -3.746 -2.344 1.062
C -1.38314 0.51768 -1.13322 -0.259 -0.130 -0.443
C -0.43061 0.09323 -2.35384 -0.029 0.482 -0.189
C -1.22781 -0.31857 -3.66855 1.159 -1.166 0.261
Cl -1.32924 1.03006 -4.91083 -0.261 -0.837 1.087
C -3.55276 -0.97114 -0.38001 4.033 -1.157 1.143
C -4.57331 -0.03683 -1.13050 0.409 -0.104 -0.280
C -4.58374 1.48072 -0.62837 -0.240 0.656 -0.845
C -6.08298 2.06499 -0.49015 2.068 -0.847 -0.238
S -5.93563 3.86995 -0.03349 -0.327 -0.093 0.095
C -3.88516 -2.21194 0.40137 -2.824 0.326 -0.237
C -5.44513 -2.55851 0.49471 0.701 1.235 -0.567
C -5.95300 -3.29182 -0.82882 -1.011 0.145 0.419
C -7.50374 -2.88965 -1.02282 0.539 0.061 0.475
H -3.94427 -6.55675 2.08375 -0.077 2.040 -0.004
H 0.97344 -1.55983 -0.38484 -0.945 -1.244 0.972
H 0.49776 -0.57484 2.53656 -0.666 -1.781 -0.494
H 1.71976 -1.98647 2.08480 -0.237 1.995 -0.907
H -0.84246 1.21230 -0.41067 -0.550 -1.178 -0.741
H -2.20619 1.15157 -1.60937 0.992 -0.958 0.837
H 0.26931 -0.75660 -2.11007 -0.860 0.952 -0.089
H 0.23095 0.99273 -2.59048 -0.924 -1.230 0.295
H -2.22993 -0.79034 -3.43517 0.934 0.956 -0.416
H -0.61183 -1.13702 -4.16935 -0.919 1.172 0.495
H -5.63719 -0.41173 -1.14309 1.317 0.083 0.176
H -4.23671 -0.02551 -2.22406 -0.448 -0.157 1.432
H -3.96303 1.66195 0.30053 -0.914 -0.372 -0.900
H -4.11204 2.10985 -1.45918 -0.502 -0.796 1.201
H -6.57181 1.95292 -1.51118 0.390 0.222 1.462
H -6.61500 1.46474 0.31464 0.397 1.081 -0.981
H -4.60435 4.23392 -0.12108 -0.765 -1.024 -0.176
H -5.73074 -3.06172 1.46168 0.525 0.236 -1.167
H -5.97255 -1.54416 0.51134 0.819 -1.349 0.158
H -5.34422 -2.98470 -1.74518 -0.745 -0.421 1.316
H -5.88841 -4.40622 -0.66471 0.140 1.166 -0.436
H -8.13353 -3.39436 -0.21803 0.792 0.570 -1.136
H -7.89048 -3.16617 -2.04796 0.434 0.313 1.243
H -7.61068 -1.76479 -0.84638 0.038 -1.452 -0.487
Cl 5.16257 2.34184 -2.45054 -0.086 0.010 -0.025
C 4.52669 1.34911 -3.78503 -0.002 -0.052 -0.185
C 3.16263 0.77617 -3.46778 -0.062 0.130 -0.261
Cl 3.23553 -0.45366 -2.17816 -0.011 -0.040 0.106
H 5.25225 0.56406 -3.99952 -0.094 0.041 0.115
H 4.46102 1.99860 -4.65947 -0.090 -0.041 0.091
H 2.75273 0.28451 -4.35149 0.106 0.014 0.036
H 2.46470 1.55376 -3.15578 0.158 -0.037 0.054
Cl 7.83627 0.65792 1.15378 0.019 -0.021 0.052
C 7.66204 2.08204 0.09680 -0.070 0.111 -0.148
C 9.00039 2.64756 -0.32637 -0.172 -0.063 -0.218
Cl 9.87857 3.38772 1.03665 0.159 -0.167 0.074
H 7.06192 2.82394 0.62430 0.135 -0.064 0.006
H 7.10358 1.75624 -0.78231 0.185 0.016 0.093
H 8.85129 3.43235 -1.07001 -0.074 -0.033 0.080
H 9.63981 1.88054 -0.76407 -0.037 0.048 0.155
Cl -0.60621 -6.65561 5.85463 -0.041 0.010 -0.061
C -0.05854 -5.10726 5.16784 0.110 0.119 -0.026
C -1.15808 -4.06693 5.15694 0.112 0.082 0.409
Cl -2.45525 -4.47337 3.99889 1.006 0.339 1.321
H 0.32338 -5.29782 4.16412 -0.122 -0.014 0.069
H 0.77072 -4.76175 5.78739 -0.120 0.020 -0.010
H -0.75168 -3.10158 4.85035 -0.011 -0.095 -0.058
H -1.60822 -3.94921 6.14334 0.052 -0.093 -0.088
Cl 6.90874 8.58406 2.06641 -0.050 0.000 0.012
C 7.89689 7.10457 2.15655 0.120 -0.125 0.014
C 7.85435 6.30876 0.87036 0.354 0.092 0.036
Cl 6.25083 5.58429 0.57882 -0.089 -0.022 -0.051
H 7.54724 6.51496 3.00447 -0.049 0.052 -0.130
H 8.92125 7.42043 2.36100 -0.063 -0.040 -0.107
H 8.56832 5.48457 0.92161 -0.150 0.163 0.094
H 8.10754 6.92697 0.00842 -0.157 0.011 0.102